[1]
{
  "formula": "C25H56BrN3O11P3SSi",
  "method": "ωB97M-V/def2-TZVPD",
  "lumo_energy_ev": -4.990,
  "total_energy_ev": -170426.49460,
  "total_charge": 1,
  "elements": ["C", "C", "N", "Br", "C", "N", "P", "C", "C", "S", "C", "O", "O", "N", "C", "C", "C", "C", "O", "Si", "C", "C", "C", "H", "H", "H", "H", "H", "H", "H", "H", "H", "H", "H", "H", "H", "H", "H", "H", "H", "H", "H", "H", "H", "H", "H", "H", "H", "H", "O", "P", "O", "C", "C", "O", "C", "C", "O", "C", "C", "H", "H", "H", "H", "H", "H", "H", "H", "H", "H", "H", "H", "H", "H", "H", "O", "P", "O", "C", "C", "O", "C", "C", "O", "C", "C", "H", "H", "H", "H", "H", "H", "H", "H", "H", "H", "H", "H", "H", "H", "H"],
  "positions_angstrom": [[-4.8402, 3.9065, -0.5739], [-4.2250, 3.1173, -1.4379], [-3.5416, 2.2304, -2.3887], [-1.8679, 1.6422, -1.7977], [-4.4021, 1.1457, -2.9126], [-5.2799, 0.2334, -2.1582], [-4.5268, -0.5474, -0.7730], [-4.3185, 0.5602, 0.7419], [-5.2389, -2.2548, -0.3728], [-6.8876, 0.8124, -1.9220], [-7.5726, 0.6497, -0.2065], [-7.7975, -0.0438, -2.8222], [-7.1235, 2.2549, -2.3878], [-4.3637, 0.9587, -4.2535], [-3.4354, 1.8449, -5.0667], [-3.7110, 3.2297, -5.3942], [-5.1761, -0.0628, -4.9954], [-4.7898, -1.5978, -4.6954], [-3.3928, -1.9295, -4.9191], [-3.3127, -3.6404, -5.2541], [-4.1360, -4.7640, -3.9401], [-1.4354, -4.1112, -5.4061], [-4.0842, -4.0218, -6.9916], [-5.1919, 4.6997, 0.1705], [-4.6287, -0.0771, 1.6734], [-3.2510, 0.9269, 0.9507], [-5.0659, 1.4577, 0.7425], [-5.0266, -2.5659, 0.7290], [-6.3388, -2.3805, -0.6849], [-4.6366, -3.0209, -1.0185], [-8.7079, 0.4045, -0.3346], [-7.4864, 1.6467, 0.3695], [-7.1244, -0.1947, 0.4307], [-2.4884, 1.3245, -5.4687], [-4.5194, 3.6039, -6.1212], [-3.0027, 4.0232, -4.9122], [-4.9656, 0.1100, -6.1320], [-6.3057, 0.1771, -4.8626], [-5.4917, -2.2474, -5.3712], [-5.0857, -1.8936, -3.6032], [-5.2592, -4.5541, -3.7523], [-3.5630, -4.8043, -2.9231], [-4.0901, -5.8580, -4.3520], [-0.8536, -3.8823, -4.4274], [-1.4109, -5.2383, -5.6897], [-1.0365, -3.4887, -6.3069], [-5.2138, -4.2195, -6.7986], [-3.5577, -4.8843, -7.5413], [-4.0391, -3.0105, -7.5732], [5.7384, 2.3497, 0.4172], [4.3752, 1.7123, 0.1036], [4.1397, 2.5768, -1.2904], [4.8563, 2.1737, -2.4486], [4.2315, 0.9400, -3.0750], [3.5626, 2.6976, 1.1678], [4.1722, 3.0976, 2.3912], [4.6724, 4.5261, 2.2713], [2.8679, 0.9525, -0.2156], [1.5930, 1.5526, -0.0161], [1.3089, 2.7575, -0.8942], [5.9060, 1.9927, -2.2019], [4.8197, 3.0036, -3.1597], [4.3234, 0.0774, -2.4087], [4.7222, 0.6968, -4.0206], [3.1646, 1.0937, -3.2575], [4.9726, 2.4114, 2.6807], [3.4098, 3.0441, 3.1742], [5.3096, 4.6604, 1.3940], [5.2360, 4.8178, 3.1609], [3.8303, 5.2138, 2.1506], [1.4367, 1.7794, 1.0412], [0.8605, 0.7760, -0.2643], [1.9197, 3.6158, -0.6125], [0.2599, 3.0535, -0.8016], [1.5157, 2.5352, -1.9446], [4.9847, 1.1106, 6.3605], [5.6134, -0.2754, 6.5793], [5.3285, -0.8099, 5.0368], [6.1734, -0.3273, 4.0028], [7.5195, -1.0285, 4.0272], [4.2623, -0.8877, 7.3309], [3.4630, -0.0583, 8.1659], [2.2098, 0.3640, 7.4197], [6.3752, -1.7834, 6.8825], [5.6935, -3.0178, 7.0927], [4.9016, -3.5221, 5.9008], [6.2996, 0.7556, 4.0893], [5.6729, -0.5296, 3.0513], [8.0698, -0.7805, 4.9391], [8.1258, -0.7297, 3.1685], [7.3934, -2.1142, 4.0125], [4.0279, 0.8046, 8.5289], [3.1816, -0.6461, 9.0450], [2.4457, 0.8077, 6.4496], [1.6326, 1.0856, 8.0034], [1.5781, -0.5059, 7.2171], [5.0770, -2.9672, 7.9932], [6.4761, -3.7520, 7.3101], [4.0251, -2.9029, 5.7068], [4.5524, -4.5421, 6.0845], [5.5134, -3.5222, 4.9950]]
}



[2]
{
  "formula": "C25H56N2O5V",
  "method": "ωB97M-V/def2-TZVPD",
  "lumo_energy_ev": [0.278, 0.277],
  "spin_multiplicity": 4,
  "s2": 3.756,
  "e_above_lowest_kcal_mol": 0.0,
  "total_energy_ev": -65736.55909,
  "elements": ["V", "C", "C", "C", "C", "C", "C", "N", "O", "C", "C", "C", "H", "H", "H", "H", "H", "H", "H", "H", "H", "H", "H", "H", "H", "H", "H", "H", "H", "H", "C", "C", "C", "C", "C", "C", "N", "O", "C", "C", "C", "H", "H", "H", "H", "H", "H", "H", "H", "H", "H", "H", "H", "H", "H", "H", "H", "H", "H", "C", "C", "C", "O", "H", "H", "H", "H", "H", "H", "H", "H", "C", "C", "C", "O", "H", "H", "H", "H", "H", "H", "H", "H", "C", "O", "H", "H", "H", "H"],
  "positions_angstrom": [[-0.0189, -0.7214, -0.2612], [-1.3541, 1.4664, -1.7861], [-0.1003, 1.8386, -2.5827], [0.2365, 3.2668, -2.1452], [1.5871, 3.7683, -2.6193], [2.6570, 2.8296, -2.0859], [2.3652, 1.3549, -2.5231], [0.9961, 0.9709, -2.1098], [0.7487, -0.3922, -2.3585], [3.3933, 0.5133, -1.7795], [2.6156, 1.2176, -4.0249], [-0.3895, 1.8127, -4.0879], [-1.1370, 1.5926, -0.7205], [-1.7735, 0.4672, -1.9308], [-2.1842, 2.1309, -2.0409], [0.2363, 3.3688, -1.0542], [-0.5964, 3.9074, -2.4547], [1.7086, 4.7764, -2.2069], [1.6968, 3.8980, -3.6990], [2.6049, 2.8634, -0.9961], [3.6539, 3.0713, -2.4538], [3.1409, -0.5481, -1.8420], [3.5325, 0.8055, -0.7383], [4.3592, 0.6268, -2.2778], [1.9491, 1.8601, -4.5966], [2.3565, 0.2114, -4.3677], [3.6521, 1.4128, -4.3004], [-1.4669, 1.9481, -4.2556], [-0.1795, 0.8429, -4.5375], [0.0247, 2.6604, -4.6343], [-3.4510, 1.4134, 2.9304], [-1.9281, 1.6039, 2.8275], [-1.4032, 2.1525, 4.1649], [-1.5015, 1.1119, 5.2756], [-0.6374, -0.0803, 4.8743], [-1.1146, -0.6751, 3.5326], [-1.2374, 0.3650, 2.5199], [-1.5695, -0.1264, 1.2640], [-2.3449, -1.5778, 3.7136], [0.0413, -1.6160, 3.1006], [-1.6963, 2.7149, 1.7990], [-3.7641, 0.7795, 3.7560], [-3.8263, 0.9382, 2.0141], [-4.0404, 2.3361, 2.8948], [-1.8870, 3.1021, 4.4051], [-0.3402, 2.4016, 4.0624], [-2.5257, 0.8356, 5.5147], [-1.0302, 1.5103, 6.1821], [-0.8233, -0.7935, 5.6857], [0.4332, 0.1015, 4.7982], [-3.1597, -1.1024, 4.2568], [-2.0391, -2.5089, 4.1955], [-2.7309, -1.8616, 2.7313], [-0.2235, -2.1799, 2.2021], [0.2709, -2.3003, 3.9173], [0.9150, -1.0298, 2.8088], [-0.6266, 2.9572, 1.8008], [-2.2183, 3.6255, 2.0929], [-1.9733, 2.4767, 0.7734], [2.9721, -3.5850, 1.0206], [2.3136, -2.9656, -0.2127], [2.3770, -3.8522, -1.4294], [0.9339, -2.6832, 0.1099], [4.0312, -3.7200, 0.7751], [2.5514, -4.5662, 1.2497], [2.9346, -2.9447, 1.8998], [2.7894, -2.0049, -0.4187], [3.4058, -4.0219, -1.7517], [1.8849, -3.4046, -2.2950], [1.8692, -4.7960, -1.2090], [0.5249, -3.4987, 0.4214], [-2.6068, -3.9529, -1.9919], [-1.7334, -2.7382, -2.2502], [-2.3174, -1.8598, -3.3295], [-1.6691, -1.9793, -1.0131], [-2.5480, -4.6403, -2.8421], [-3.6674, -3.7814, -1.8005], [-2.2542, -4.5590, -1.1503], [-0.7038, -2.9856, -2.4994], [-2.4351, -2.3791, -4.2848], [-1.6384, -1.0292, -3.5437], [-3.2910, -1.4278, -3.0892], [-2.5416, -1.9864, -0.6009], [1.6805, 1.4838, 1.3800], [1.6743, 0.1585, 0.8268], [0.9173, 2.0832, 0.8886], [1.4403, 1.4341, 2.4427], [2.6436, 1.9641, 1.2023], [2.5793, -0.1573, 0.8723]]
}